1.
Density functional theory data (wB97M-V/def2-TZVPD) for a molecular structure, C33H48GeN7O2SeTi.

```
93
Properties=species:S:1:pos:R:3:forces:R:3:mulliken_charge:R:1
Ti 0.930 -0.553 0.150 -0.3 0.2 0.5 -0.949
O -1.735 -1.965 3.323 0.0 0.0 0.0 -0.589
C -1.449 -3.279 3.206 0.0 0.0 0.0 0.675
C -2.199 -4.144 3.996 0.0 0.0 0.0 -0.508
C -1.952 -5.499 3.970 0.0 0.0 0.0 -0.461
C -0.945 -6.038 3.158 0.0 0.0 0.0 -0.816
C -0.200 -5.201 2.375 0.0 0.0 0.0 -1.123
C -0.445 -3.806 2.364 0.0 -0.1 -0.1 -0.213
C 0.356 -3.003 1.491 -0.1 0.1 0.0 1.057
O 0.033 -1.698 1.277 0.1 0.1 0.0 1.713
N 1.424 -3.423 0.876 0.0 0.0 0.0 -1.322
N 1.999 -2.339 0.289 0.3 -0.1 -0.2 1.406
C 3.201 -2.432 -0.155 0.0 0.0 0.0 -0.832
C 3.851 -1.165 -0.439 0.0 0.0 0.0 0.591
C 5.159 -1.050 -0.856 0.1 0.0 0.0 -1.099
C 5.718 0.223 -0.948 0.1 0.0 0.0 -0.542
C 4.943 1.320 -0.614 0.0 0.1 0.0 -1.149
C 3.627 1.121 -0.227 0.0 0.0 0.0 -0.296
N 3.080 -0.093 -0.139 -0.1 0.0 0.0 0.698
H -1.191 -1.445 2.722 0.0 0.0 0.0 -0.050
H -2.959 -3.719 4.639 0.0 0.0 0.0 0.534
H -2.544 -6.155 4.595 0.0 0.0 0.0 0.449
H -0.758 -7.103 3.156 0.0 0.0 0.0 0.472
H 0.581 -5.594 1.738 0.0 0.0 0.0 0.474
H 3.709 -3.390 -0.201 0.0 0.0 0.1 0.508
H 5.738 -1.936 -1.084 0.0 0.0 0.0 0.602
H 6.747 0.347 -1.261 0.0 0.0 0.0 0.490
H 5.346 2.323 -0.646 0.0 0.0 0.0 0.530
H 2.995 1.961 0.038 0.0 0.0 0.0 0.566
C 1.325 -2.683 -2.889 0.0 0.0 0.0 -1.168
C -0.183 -2.470 -3.017 0.0 0.1 0.0 -0.122
C -0.508 -1.451 -4.109 0.0 0.0 0.0 -1.654
C -0.904 -2.155 -1.709 -0.1 0.0 -0.1 1.279
C -1.496 -3.198 -0.991 0.0 0.0 0.1 -0.916
C -2.457 -2.956 -0.021 0.0 0.0 0.0 -0.512
C -2.865 -1.658 0.323 0.0 0.0 0.0 0.300
C -4.018 -1.431 1.255 0.0 0.0 0.0 -1.408
C -2.220 -0.610 -0.314 0.1 0.0 0.1 -0.624
C -1.257 -0.846 -1.316 0.1 0.1 0.0 -1.345
H 1.745 -2.956 -3.857 0.0 0.0 0.0 0.520
H 1.553 -3.492 -2.194 0.0 0.0 0.0 0.318
H 1.837 -1.769 -2.563 0.0 0.0 0.0 -0.044
H -0.600 -3.425 -3.341 0.0 0.0 0.0 0.774
H -0.074 -0.470 -3.898 0.0 0.0 0.0 0.172
H -1.584 -1.321 -4.231 0.0 0.0 0.0 0.377
H -0.101 -1.787 -5.063 0.0 0.0 0.0 0.519
H -1.264 -4.224 -1.257 0.0 0.0 0.0 0.556
H -2.942 -3.801 0.456 0.0 0.0 0.0 0.466
H -4.949 -1.427 0.682 0.0 0.0 0.0 0.446
H -3.939 -0.475 1.773 0.0 0.0 0.0 0.273
H -4.093 -2.222 1.998 0.0 0.0 0.0 0.317
H -2.525 0.412 -0.112 0.0 0.0 0.0 0.614
H -1.049 -0.023 -1.980 0.0 0.0 -0.1 1.409
C -1.991 4.046 -2.857 0.0 0.0 0.0 -1.233
C -0.796 4.064 -3.803 0.0 0.0 0.0 0.784
C -0.869 2.943 -4.835 0.0 0.0 0.0 -1.426
C 0.536 4.065 -3.049 0.0 -0.1 0.0 -1.175
N 0.735 2.811 -2.274 -0.1 0.2 0.1 0.300
C 1.168 1.616 -2.699 -0.1 -0.1 0.0 -0.628
N 1.071 0.789 -1.685 0.1 -0.1 -0.1 0.263
N 0.586 1.503 -0.663 0.1 -0.2 -0.2 1.362
N 0.381 2.724 -0.997 0.0 0.0 -0.1 -1.083
H -2.916 4.156 -3.423 0.0 0.0 0.0 0.466
H -1.947 4.858 -2.129 0.0 0.0 0.0 0.369
H -2.060 3.100 -2.309 0.0 0.0 0.0 0.064
H -0.788 5.018 -4.337 0.0 0.0 0.0 0.355
H -0.952 1.958 -4.360 0.0 0.0 0.0 0.290
H -0.008 2.942 -5.509 0.0 0.0 0.0 0.365
H -1.760 3.061 -5.451 0.0 0.0 0.0 0.437
H 0.596 4.868 -2.317 0.0 0.0 0.0 0.416
H 1.384 4.138 -3.728 0.0 0.0 0.0 0.460
H 1.523 1.400 -3.695 0.0 0.0 0.0 0.447
C -2.054 1.536 3.301 0.0 0.0 0.0 -0.875
Ge -1.092 3.151 2.776 0.0 0.0 0.0 0.446
C -0.999 4.497 4.165 0.0 0.0 0.0 -1.148
C -1.852 3.824 1.116 0.0 0.0 0.0 -0.863
C 0.847 2.613 2.456 0.0 0.0 0.0 -1.279
Se 1.094 0.690 2.517 -0.1 -0.1 -0.1 0.667
C 2.958 0.520 3.060 0.0 0.0 0.0 -1.296
H -3.070 1.812 3.591 0.0 0.0 0.0 0.525
H -1.602 1.015 4.145 0.0 0.0 0.0 0.387
H -2.140 0.839 2.462 0.0 0.0 0.0 -0.132
H -1.996 4.884 4.373 0.0 0.0 0.0 0.387
H -0.369 5.332 3.858 0.0 0.0 0.0 0.384
H -0.598 4.079 5.089 0.0 0.0 0.0 0.392
H -2.854 4.207 1.322 0.0 0.0 0.0 0.469
H -1.946 3.034 0.370 0.0 0.0 0.0 0.023
H -1.259 4.635 0.694 0.0 0.0 0.0 0.340
H 1.426 2.959 3.315 0.0 0.0 0.0 0.713
H 1.288 3.033 1.555 0.0 0.0 0.0 0.444
H 2.988 0.810 4.107 0.0 0.0 0.0 0.488
H 3.593 1.169 2.466 0.0 0.0 0.0 0.375
H 3.250 -0.523 2.964 0.0 0.0 0.0 0.358
```
Positions in Å, forces in eV/Å.

Summary:
- Orbital gap: 0.1772 Eh
- Charge: +3
- LUMO level: -0.39938 Eh
- E_tot: -194478.8513 eV
- F_max: 0.6 eV/A
- 2S+1: 1

2.
Density functional theory data (wB97M-V/def2-TZVPD) for a molecular structure, C33H49N3O3PS2TeTl.

```
93
Properties=species:S:1:pos:R:3:forces:R:3:mulliken_spin:R:1
Tl 0.208 -1.087 0.446 -0.1 0.2 -0.1 0.022
C -4.681 0.999 1.258 -0.1 0.0 -0.1 0.000
C -3.972 0.003 2.178 0.0 -0.1 -0.2 0.001
C -3.624 0.666 3.505 0.1 0.1 0.0 0.000
C -4.876 -1.201 2.417 0.0 -0.1 0.1 0.000
N -2.738 -0.544 1.577 -0.1 0.1 0.1 0.001
N -1.856 0.410 1.003 0.0 -0.1 0.1 0.000
H -5.628 1.314 1.703 0.0 0.0 0.0 0.000
H -4.895 0.549 0.285 0.0 0.0 0.0 0.000
H -4.082 1.896 1.089 0.0 0.0 0.1 0.001
H -4.528 1.019 4.008 0.0 0.0 0.0 0.000
H -2.975 1.533 3.357 0.0 0.0 0.0 0.000
H -3.108 -0.042 4.155 0.0 0.0 0.0 0.000
H -5.795 -0.895 2.921 0.0 0.0 0.0 0.000
H -4.368 -1.941 3.039 0.0 0.0 0.0 0.000
H -5.145 -1.682 1.473 0.0 0.0 0.0 0.000
H -2.995 -1.175 0.821 0.0 0.0 0.0 -0.001
H -1.491 1.038 1.713 0.1 0.1 -0.1 0.006
H -2.290 0.997 0.291 0.0 -0.1 -0.1 0.004
C -2.489 0.814 -4.346 0.0 0.1 0.0 0.000
C -2.111 -0.402 -5.171 -0.1 -0.2 0.1 0.000
C -0.764 -0.264 -5.849 0.1 0.1 0.0 0.000
O -2.154 -1.650 -4.434 0.0 0.1 -0.3 0.000
P -1.821 -1.892 -2.879 -0.2 0.2 0.2 0.000
S -3.310 -1.345 -1.731 -0.1 0.0 0.2 0.000
S -0.043 -1.116 -2.469 0.4 0.2 0.1 -0.005
O -1.782 -3.487 -2.871 0.0 -0.3 0.0 0.000
C -1.190 -4.393 -3.825 -0.1 0.1 0.1 0.000
C -2.207 -4.718 -4.903 0.0 -0.1 -0.1 0.000
C 0.142 -3.939 -4.388 0.1 0.0 -0.1 0.000
H -2.485 1.686 -5.005 0.0 0.0 0.0 0.000
H -1.774 0.987 -3.542 0.0 0.0 0.0 0.000
H -3.476 0.703 -3.901 0.0 0.0 0.0 0.000
H -2.872 -0.554 -5.939 0.0 0.0 0.0 0.000
H 0.030 -0.124 -5.113 0.0 0.0 0.0 0.000
H -0.782 0.599 -6.518 0.0 0.0 0.0 0.000
H -0.542 -1.153 -6.442 0.0 0.0 0.0 0.000
H -1.020 -5.290 -3.226 0.0 0.0 0.0 0.000
H -2.400 -3.847 -5.528 0.0 0.0 0.0 0.000
H -3.149 -5.035 -4.454 0.0 0.0 0.0 0.000
H -1.825 -5.530 -5.529 0.0 0.0 0.0 0.000
H 0.035 -3.056 -5.019 0.0 0.0 0.0 0.000
H 0.548 -4.750 -4.999 0.0 0.0 0.0 0.000
H 0.851 -3.698 -3.599 0.0 0.0 0.0 0.000
C 9.526 -0.900 -0.635 0.0 0.0 0.0 0.001
C 8.083 -0.492 -0.489 0.0 0.0 0.0 -0.003
C 7.346 -0.842 0.633 0.0 0.0 0.0 0.003
C 6.010 -0.476 0.782 0.1 0.0 0.0 -0.018
C 5.292 -0.904 2.036 0.0 0.0 0.0 -0.002
C 5.381 0.280 -0.221 0.1 0.0 -0.2 0.035
Te 3.259 0.711 -0.096 0.6 -0.1 0.0 0.072
N 1.013 1.497 0.143 -0.9 0.3 0.1 0.894
C 0.509 2.680 0.453 0.3 -0.6 0.0 -0.110
O -0.392 2.843 1.302 -0.1 0.2 0.1 0.037
C 1.136 3.870 -0.221 0.0 0.2 -0.1 0.028
C 1.173 5.075 0.471 0.0 0.0 0.0 0.012
C 1.786 6.187 -0.089 0.0 0.0 0.0 0.004
C 2.348 6.109 -1.359 0.0 -0.1 0.1 -0.001
C 2.293 4.912 -2.063 0.0 0.0 0.1 -0.003
C 1.698 3.794 -1.492 0.0 0.0 -0.1 0.012
C 3.549 1.902 1.633 -0.2 -0.1 0.1 -0.008
C 2.812 1.546 2.764 0.1 0.1 0.1 0.009
C 2.888 2.284 3.935 0.0 0.0 -0.1 0.004
C 3.710 3.403 3.981 0.0 0.0 -0.1 -0.002
C 4.422 3.771 2.852 0.0 0.0 0.0 0.003
C 4.356 3.041 1.661 0.0 0.1 0.0 -0.003
C 5.108 3.547 0.460 0.0 0.0 0.0 0.007
C 6.118 0.638 -1.363 0.1 0.0 0.0 -0.002
C 5.565 1.470 -2.501 0.0 0.0 0.0 0.003
C 7.451 0.246 -1.475 0.0 0.1 0.0 0.004
H 9.851 -1.506 0.212 0.0 0.0 0.0 0.000
H 10.184 -0.029 -0.691 0.0 0.0 0.0 0.000
H 9.687 -1.483 -1.544 0.0 0.0 0.0 0.000
H 7.823 -1.423 1.417 0.0 0.0 0.0 0.001
H 5.944 -1.517 2.659 0.0 0.0 0.0 0.000
H 4.392 -1.479 1.807 0.0 0.0 0.0 -0.001
H 4.968 -0.045 2.626 0.0 0.0 0.0 0.000
H 0.718 5.109 1.453 0.0 0.0 0.0 0.003
H 1.824 7.117 0.464 0.0 0.0 0.0 0.000
H 2.823 6.977 -1.798 0.0 0.0 0.0 0.000
H 2.716 4.845 -3.058 0.0 0.0 0.0 0.000
H 1.659 2.859 -2.037 0.0 0.0 0.0 -0.001
H 2.163 0.680 2.723 0.0 0.0 0.0 -0.006
H 2.303 1.989 4.797 0.0 0.0 0.0 0.000
H 3.779 3.997 4.884 0.0 0.0 0.0 0.000
H 5.036 4.665 2.873 0.0 0.0 0.0 0.000
H 5.430 4.575 0.629 0.0 0.0 0.0 0.000
H 4.477 3.532 -0.432 0.0 0.0 0.0 -0.001
H 5.989 2.938 0.242 0.0 0.0 0.0 -0.001
H 4.511 1.702 -2.376 0.0 0.0 0.0 0.006
H 5.683 0.954 -3.456 0.0 0.0 0.0 0.000
H 6.103 2.418 -2.578 0.0 0.0 0.0 0.000
H 8.008 0.533 -2.364 0.0 0.0 0.0 -0.001
```
Positions in Å, forces in eV/Å.

Summary:
- Orbital gap (spin up / spin down): 0.2654 / 0.2624 Eh
- Charge: -1
- LUMO level (spin up / spin down): 0.08537 / 0.08196 Eh
- E_tot: -88579.0113 eV
- F_max: 1.0 eV/A
- 2S+1: 2